(1)
{"formula": "C32H54BrCl2F2N6O4", "method": "the ωB97M-V functional and the def2-TZVPD basis", "mol_weight_g_mol": 775.63, "charge": -1, "gap_ev": 0.876, "symbols": ["C", "C", "C", "N", "C", "N", "C", "C", "C", "F", "N", "C", "C", "C", "C", "C", "C", "O", "C", "C", "Cl", "H", "H", "H", "H", "H", "H", "H", "H", "H", "H", "H", "H", "H", "H", "H", "H", "H", "H", "H", "H", "H", "H", "H", "H", "H", "H", "H", "H", "C", "C", "C", "C", "C", "C", "N", "O", "O", "H", "H", "H", "H", "H", "Br", "C", "C", "C", "C", "C", "C", "N", "O", "C", "C", "C", "H", "H", "H", "H", "H", "H", "H", "H", "H", "H", "H", "H", "H", "H", "H", "H", "H", "H", "F", "Cl", "C", "C", "N", "H", "H", "H"], "xyz": [[-5.623381, -5.660068, -0.107718], [-6.567393, -5.108953, -1.184234], [-5.931902, -4.048497, -2.060420], [-5.185042, -4.544804, -3.295390], [-3.912510, -4.011411, -3.274576], [-3.626763, -2.741018, -3.737702], [-2.336444, -2.468375, -3.575966], [-1.729183, -1.157707, -3.955942], [-1.578860, -0.998219, -5.466295], [-2.597300, -0.174403, -3.478191], [-1.772408, -3.517272, -3.020565], [-0.360048, -3.632295, -2.653436], [-0.074898, -3.244612, -1.197914], [0.993927, -2.161212, -1.124707], [1.181535, -1.637504, 0.291698], [0.798874, -0.159097, 0.449178], [-0.699119, 0.084664, 0.675191], [-1.245883, 0.695509, -0.493693], [-2.633985, 0.926522, -0.371630], [-2.729332, -4.497039, -2.832686], [-2.393677, -5.986148, -2.141487], [-6.139995, -5.819023, 0.837453], [-5.207744, -6.611803, -0.440107], [-4.781171, -4.991522, 0.077707], [-7.424153, -4.622483, -0.718489], [-6.897726, -5.916476, -1.834879], [-6.690770, -3.264360, -2.406434], [-5.206884, -3.499725, -1.455748], [-5.671510, -4.096668, -4.063521], [-4.306611, -2.099156, -4.117110], [-0.787823, -1.028402, -3.426751], [-0.525025, -0.955359, -5.726543], [-2.029055, -0.048961, -5.749062], [-2.042107, -1.798426, -6.035487], [0.185501, -2.954748, -3.309138], [0.003259, -4.631467, -2.872381], [-0.986586, -2.929838, -0.687120], [0.359208, -4.109983, -0.695481], [0.733418, -1.361551, -1.835726], [1.938389, -2.600804, -1.446854], [2.207066, -1.818602, 0.595622], [0.548633, -2.215237, 0.966404], [1.113045, 0.403656, -0.432004], [1.335714, 0.239684, 1.313168], [-0.832656, 0.738038, 1.537698], [-1.188077, -0.882591, 0.819797], [-3.109269, 0.209736, 0.300817], [-2.827700, 1.947396, -0.026986], [-3.098864, 0.818074, -1.349719], [-1.554685, 3.269097, 6.842674], [-0.170624, 3.184988, 6.923839], [0.520399, 2.300695, 6.111284], [-0.196409, 1.517703, 5.227348], [-1.572977, 1.579286, 5.132557], [-2.253833, 2.465745, 5.951682], [0.532417, 0.589944, 4.342632], [1.743360, 0.543712, 4.437851], [-0.113171, -0.054635, 3.551166], [-2.090268, 3.963864, 7.475794], [0.372749, 3.809735, 7.619335], [1.595712, 2.220847, 6.162035], [-2.100924, 0.949462, 4.432154], [-3.331220, 2.530040, 5.890892], [-5.412331, -7.355217, -3.649092], [3.548591, 5.771451, 1.414278], [4.946232, 5.411486, 1.985286], [5.866665, 4.724586, 0.954900], [5.672417, 3.221743, 0.739350], [5.576442, 2.485309, 2.074960], [4.503300, 3.085215, 2.984285], [4.798455, 4.544557, 3.197351], [5.759152, 4.698874, 3.982376], [3.132041, 2.824323, 2.334851], [4.446683, 2.366435, 4.323436], [5.582301, 6.749960, 2.342137], [2.754493, 5.127847, 1.773611], [3.262340, 6.773832, 1.730912], [3.539263, 5.744790, 0.325331], [6.898208, 4.862680, 1.293679], [5.783209, 5.263213, 0.010183], [4.793712, 3.026445, 0.122087], [6.523622, 2.834879, 0.177289], [5.343566, 1.432825, 1.913259], [6.546714, 2.517557, 2.581009], [2.323317, 3.224894, 2.948926], [2.988869, 1.748067, 2.253627], [3.031336, 3.227351, 1.331798], [5.398481, 2.371509, 4.851808], [4.162352, 1.332061, 4.146771], [3.690916, 2.816294, 4.968292], [5.052788, 7.237903, 3.160271], [5.522342, 7.391620, 1.463560], [6.630486, 6.654635, 2.618219], [2.721955, -3.789370, 0.196011], [-7.671152, -1.713485, -1.885879], [-1.986228, -3.222936, -9.148813], [-0.914319, -2.332825, -8.725603], [-0.067920, -1.636265, -8.384495], [-2.850438, -2.639974, -9.460917], [-1.650274, -3.835381, -9.982861], [-2.274828, -3.874832, -8.326076]], "forces_ev_per_a": [[0.00, -0.28, -0.29], [0.21, 0.18, -0.10], [-0.12, 0.11, -0.37], [-0.13, 1.32, 0.90], [-0.40, -0.15, -0.56], [-0.18, 0.09, -0.31], [-0.10, 0.55, -0.01], [-0.07, -0.06, -0.02], [0.32, 0.23, 0.18], [-0.07, -0.05, -0.08], [0.55, -0.52, 0.08], [0.45, 0.38, 0.19], [0.46, -0.30, -0.15], [-0.08, -0.02, -0.32], [-0.19, 0.78, -0.02], [-0.07, -0.19, 0.33], [0.68, 0.15, -0.88], [-0.17, -0.19, 0.04], [-0.03, 0.12, -0.25], [0.04, -0.15, 0.21], [0.19, -0.21, 0.16], [-0.02, -0.06, 0.06], [0.08, -0.04, 0.07], [-0.02, 0.11, 0.08], [-0.12, -0.05, -0.03], [-0.26, -0.04, 0.09], [0.83, -1.16, 0.39], [-0.03, 0.16, 0.03], [-0.16, -0.61, -0.32], [-0.09, 0.10, 0.21], [0.02, 0.05, 0.01], [0.02, -0.07, -0.16], [-0.02, 0.03, -0.06], [-0.09, -0.06, 0.02], [-0.02, -0.04, -0.12], [-0.31, -0.15, -0.10], [-0.13, -0.05, -0.05], [-0.16, 0.04, 0.31], [-0.08, 0.21, 0.17], [0.01, -0.11, 0.07], [0.00, -0.18, -0.01], [0.19, -0.14, 0.17], [0.00, 0.15, 0.01], [0.06, 0.07, -0.01], [-0.37, 0.00, 0.05], [-0.21, 0.08, 0.34], [-0.02, -0.01, 0.09], [-0.03, -0.01, 0.22], [0.05, 0.00, -0.04], [0.01, -0.02, -0.02], [-0.06, 0.00, -0.02], [0.09, 0.10, 0.09], [0.01, -0.02, 0.02], [-0.16, -0.01, -0.04], [0.05, 0.05, 0.05], [0.02, -0.03, -0.16], [0.18, 0.13, 0.18], [-0.17, -0.15, 0.17], [-0.01, 0.00, 0.01], [0.01, 0.00, 0.01], [0.01, -0.07, -0.05], [0.06, -0.03, -0.04], [-0.01, -0.01, -0.01], [0.02, -0.51, -0.26], [-0.20, -0.16, 0.15], [-1.44, 1.22, -0.72], [0.49, -0.69, 0.09], [-0.25, 0.12, 0.08], [0.63, 0.35, -0.34], [-1.89, -0.99, 0.07], [2.90, -0.85, -0.94], [-0.79, 0.37, 0.67], [-0.07, 0.30, -0.12], [0.45, 0.11, 0.32], [0.39, -0.08, 0.36], [0.04, -0.08, -0.07], [0.11, 0.05, -0.05], [0.05, -0.02, 0.00], [-0.05, 0.08, 0.14], [-0.12, 0.08, 0.05], [-0.04, -0.02, 0.06], [0.00, 0.02, -0.02], [-0.14, 0.00, 0.08], [-0.05, 0.10, 0.10], [0.00, -0.02, 0.02], [0.04, -0.01, 0.11], [0.03, -0.03, -0.02], [0.03, 0.09, -0.05], [-0.05, 0.00, -0.03], [-0.01, 0.01, -0.01], [-0.05, -0.02, 0.00], [-0.05, -0.03, -0.03], [-0.02, -0.04, 0.07], [0.14, -0.31, -0.12], [-0.55, 1.00, 0.02], [-0.05, -0.03, -0.01], [0.15, 0.07, 0.04], [-0.07, -0.04, -0.05], [-0.01, 0.00, 0.00], [0.00, -0.01, 0.00], [-0.01, -0.01, 0.00]]}


(2)
{"formula": "C32H54F3NO3S", "method": "the ωB97M-V functional and the def2-TZVPD basis", "smiles": "CCCCCCCCCc1c(S)cc2c(c1C[C@H](O)C(F)(F)F)C(=O)NC2=O.CCCCCC.CCCCCC", "mol_weight_g_mol": 589.85, "charge": 0, "gap_ev": 8.812, "symbols": ["C", "C", "C", "C", "C", "C", "C", "C", "C", "C", "C", "S", "C", "C", "C", "C", "C", "C", "O", "C", "F", "F", "F", "C", "O", "N", "C", "O", "H", "H", "H", "H", "H", "H", "H", "H", "H", "H", "H", "H", "H", "H", "H", "H", "H", "H", "H", "H", "H", "H", "H", "H", "H", "H", "C", "C", "C", "C", "C", "C", "H", "H", "H", "H", "H", "H", "H", "H", "H", "H", "H", "H", "H", "H", "C", "C", "C", "C", "C", "C", "H", "H", "H", "H", "H", "H", "H", "H", "H", "H", "H", "H", "H", "H"], "xyz": [[-0.647922, 1.071482, 1.071800], [0.228759, 0.617235, -0.096859], [-0.029349, 1.429379, -1.382151], [-0.844417, 0.644539, -2.411665], [-1.055382, 1.390898, -3.730983], [0.235167, 1.877608, -4.404717], [1.299262, 0.782293, -4.520619], [2.506551, 1.155692, -5.389109], [3.647821, 1.866274, -4.623744], [4.060652, 1.214057, -3.324430], [4.707684, -0.039574, -3.356207], [5.131523, -0.781372, -4.914842], [5.082765, -0.707270, -2.193585], [4.779300, -0.113528, -0.990717], [4.165143, 1.128264, -0.931988], [3.818575, 1.833514, -2.075764], [3.171658, 3.192569, -1.949445], [4.167120, 4.336014, -1.676134], [5.384740, 3.846088, -1.170542], [3.560303, 5.424856, -0.793878], [4.505490, 6.328278, -0.455464], [2.988397, 4.996241, 0.329575], [2.607669, 6.078263, -1.502700], [3.960750, 1.434489, 0.523105], [3.835934, 2.488036, 1.064068], [4.108269, 0.178492, 1.247517], [4.970774, -0.614307, 0.399328], [5.754327, -1.424047, 0.790189], [-0.665086, 0.303519, 1.846773], [-0.301263, 2.018552, 1.486156], [-1.675797, 1.185125, 0.715766], [0.009463, -0.436284, -0.287992], [1.288890, 0.695437, 0.159025], [-0.569783, 2.347005, -1.130165], [0.921152, 1.693830, -1.843685], [-0.380219, -0.330341, -2.583035], [-1.830318, 0.443102, -1.976686], [-1.581888, 0.731265, -4.427144], [-1.708692, 2.251647, -3.561512], [0.630941, 2.753651, -3.880391], [-0.007848, 2.205197, -5.420731], [1.618066, 0.484662, -3.519071], [0.813795, -0.097854, -4.955411], [2.860290, 0.275703, -5.921134], [2.167086, 1.856952, -6.158543], [4.513072, 1.967675, -5.286027], [3.310970, 2.883991, -4.444435], [5.023065, -2.050694, -4.510549], [5.578432, -1.669004, -2.221566], [2.644876, 3.455892, -2.860451], [2.411183, 3.157559, -1.168108], [4.358806, 4.850584, -2.626786], [6.016935, 4.572169, -1.160101], [3.222643, -0.276203, 1.435861], [-2.313237, -1.043226, 4.152298], [-3.824317, -0.959106, 4.336928], [-4.495583, -0.001869, 3.352988], [-4.042117, 1.455275, 3.462658], [-4.234745, 2.085379, 4.840984], [-5.693307, 2.144258, 5.284727], [-1.831726, -0.080060, 4.328743], [-1.872061, -1.763084, 4.843262], [-2.071389, -1.361876, 3.134765], [-4.053570, -0.668604, 5.365689], [-4.256546, -1.954082, 4.199180], [-5.579659, -0.059831, 3.483919], [-4.298268, -0.348767, 2.332762], [-4.592088, 2.045865, 2.722807], [-2.987635, 1.532007, 3.182128], [-3.830829, 3.100654, 4.815123], [-3.646760, 1.544523, 5.587470], [-6.294466, 2.709560, 4.569430], [-5.785368, 2.631878, 6.256051], [-6.128494, 1.147997, 5.377092], [-2.029244, -7.210697, 1.859158], [-1.349344, -5.880160, 2.167328], [-2.331867, -4.736977, 2.416411], [-3.236525, -4.396216, 1.230573], [-2.498982, -4.027034, -0.056051], [-1.625198, -2.786281, 0.091063], [-2.625378, -7.158033, 0.946826], [-1.291628, -8.002344, 1.721760], [-2.690227, -7.507444, 2.676131], [-0.668385, -5.619678, 1.352216], [-0.725495, -5.997936, 3.057025], [-1.771773, -3.846681, 2.716937], [-2.965171, -4.993634, 3.271594], [-3.883440, -3.560899, 1.519164], [-3.906220, -5.236038, 1.026466], [-3.239925, -3.849801, -0.839879], [-1.889068, -4.867087, -0.399129], [-2.228078, -1.930848, 0.408287], [-1.147586, -2.523680, -0.854609], [-0.834632, -2.933023, 0.829633]], "forces_ev_per_a": [[0.06, -0.33, -0.26], [-0.20, 0.25, -0.11], [-0.02, -0.48, -0.07], [-0.32, 0.29, 0.21], [0.19, 0.00, -0.01], [0.04, -0.17, -0.13], [-0.22, 0.00, -0.09], [-0.22, 0.21, 0.10], [-0.19, -0.03, -0.24], [0.19, 0.06, 0.18], [0.01, -0.06, 0.09], [-0.05, 0.12, -0.14], [0.06, 0.07, 0.15], [-0.16, 0.15, -0.18], [0.05, -0.17, 0.13], [0.07, 0.00, -0.33], [-0.14, 0.08, 0.20], [0.32, -0.03, -0.43], [-0.20, 0.01, 0.16], [-0.17, 0.05, 0.05], [-0.11, -0.08, -0.07], [0.12, 0.10, -0.12], [0.12, -0.05, 0.09], [0.00, -0.33, -0.03], [-0.55, 0.10, -0.02], [0.73, 0.35, -0.45], [-0.29, 0.14, 0.02], [-0.18, -0.47, 0.00], [0.05, 0.18, 0.17], [-0.09, -0.01, 0.05], [-0.01, 0.10, 0.10], [0.17, -0.02, -0.07], [-0.02, -0.09, 0.15], [0.18, 0.11, -0.07], [0.02, 0.18, 0.06], [0.07, 0.03, -0.05], [0.03, -0.14, -0.03], [-0.02, 0.00, 0.01], [-0.02, -0.02, 0.01], [0.03, -0.03, 0.01], [-0.03, 0.12, 0.07], [0.11, -0.11, -0.04], [0.03, -0.01, 0.02], [0.14, 0.01, 0.15], [0.05, -0.06, -0.05], [0.02, -0.09, 0.03], [0.14, 0.03, 0.06], [0.07, -0.02, 0.08], [0.05, 0.04, -0.04], [-0.14, -0.06, 0.05], [0.18, -0.01, 0.15], [-0.02, 0.02, 0.02], [0.04, -0.01, 0.09], [0.03, 0.02, 0.41], [-0.03, -0.03, 0.05], [0.03, -0.03, -0.08], [-0.04, 0.01, 0.01], [0.04, -0.01, -0.01], [-0.07, 0.05, -0.03], [0.06, -0.01, 0.05], [0.02, 0.00, -0.01], [0.01, -0.01, -0.02], [0.03, 0.02, 0.00], [-0.02, 0.01, 0.00], [0.00, -0.01, 0.03], [0.00, 0.02, 0.00], [0.01, -0.02, 0.00], [0.00, 0.01, 0.01], [0.00, -0.01, -0.01], [0.02, -0.01, 0.02], [0.02, -0.01, -0.01], [-0.01, -0.02, -0.01], [-0.02, 0.01, 0.00], [-0.01, 0.00, -0.01], [0.07, 0.03, -0.03], [-0.05, -0.04, 0.05], [0.02, 0.04, -0.01], [-0.02, -0.04, 0.00], [-0.02, 0.07, 0.03], [-0.01, 0.00, -0.05], [-0.01, 0.00, 0.00], [-0.01, -0.01, 0.01], [-0.02, 0.00, -0.01], [0.00, 0.02, 0.00], [0.02, 0.01, -0.01], [-0.02, 0.00, 0.00], [0.01, -0.01, 0.01], [0.00, 0.01, -0.01], [0.00, 0.00, 0.02], [0.01, -0.01, -0.02], [-0.02, -0.02, 0.02], [0.04, 0.03, 0.03], [-0.01, 0.00, 0.00], [0.00, 0.01, 0.01]]}